This record from OMol25 describes a 2-piece molecular cluster, C4H7NO4Si overall in a non-equilibrium geometry. The level of theory is ωB97M-V/def2-TZVPD.

Each atom is followed by the atoms it is bonded to, with distances in Å.
Geometry (Å):
1 C -0.7004 0.7371 -0.7047  C2 1.335, H11 0.979, H12 1.167
2 C -0.5148 -0.1722 0.2549  C1 1.335, C3 1.453, C4 1.481
3 C 0.7918 -0.1887 0.8906  C2 1.453, O7 1.217, Si10 1.878
4 C -1.5302 -1.0144 0.9286  C2 1.481, H13 1.005, H14 1.101, H15 1.112
5 N 2.4001 -0.6750 -1.5914  O6 1.213, O8 1.241, Si10 1.826
6 O 1.3728 -0.8544 -2.2105  N5 1.213
7 O 0.8338 -0.6021 2.0345  C3 1.217
8 O 3.4460 -1.2812 -1.8699  N5 1.241
9 O 3.6683 -0.2822 0.9136  Si10 1.607, H16 1.024
10 Si 2.4148 0.1823 0.0212  C3 1.878, N5 1.826, O9 1.607
11 H -1.5349 1.0776 -1.0880  C1 0.979
12 H 0.2091 1.4182 -0.9707  C1 1.167
13 H -0.9716 -1.3073 1.7116  C4 1.005
14 H -1.7575 -1.8656 0.2690  C4 1.101
15 H -2.4698 -0.4839 1.1988  C4 1.112
16 H 4.5757 -0.7441 0.8037  O9 1.024
17 H 2.2857 2.6739 -1.1424  no bonds

Computed properties:
HOMO-LUMO gap (spin up / spin down) (eV): 8.4 / 7.3
Energy relative to the best compared isomer or geometry (same formula, charge and spin) (eV): 3.068
Energy (eV): -21812.267

Löwdin atomic charge list, values in e, 5 entries:
1 C 0.101
2 C -0.340
3 C -0.416
4 C -0.022
5 N -0.454